Record 1
{"formula": "C4H11NO", "method": "wB97M-V/def2-TZVPD", "total_charge": 0, "homo_ha": -0.3555, "smiles": "CC(N)=O.CC", "species": ["C", "C", "H", "H", "H", "H", "H", "H", "C", "C", "O", "N", "H", "H", "H", "H", "H"], "positions_angstrom": [[0.331, 2.490, 1.436], [-0.392, 1.604, 0.425], [1.264, 1.893, 1.614], [0.213, 3.540, 1.225], [-0.225, 2.549, 2.376], [-0.874, 2.112, -0.405], [-1.251, 1.063, 0.992], [0.250, 0.727, 0.093], [-0.144, -1.185, -1.795], [0.578, -1.666, -0.576], [1.655, -1.257, -0.212], [-0.037, -2.649, 0.234], [-0.084, -2.577, 1.226], [-0.333, -3.490, -0.223], [0.304, -0.236, -2.129], [-1.221, -1.002, -1.687], [-0.034, -1.916, -2.594]], "forces_ev_per_a": [[-0.545, -1.367, 0.703], [-1.593, -2.467, 1.051], [-0.166, 1.954, 0.102], [1.519, 0.437, -0.839], [0.062, -0.817, 0.207], [0.252, 0.036, -0.190], [1.121, 0.806, -1.057], [-0.667, 1.552, 0.075], [-0.126, 0.575, -0.721], [0.329, -0.867, 1.850], [-0.060, 0.907, -0.422], [-0.610, 0.259, -1.594], [0.610, -0.095, 0.250], [-0.552, -0.016, 0.202], [0.032, -0.516, 0.107], [0.329, -0.285, 0.416], [0.069, -0.095, -0.140]]}

=====

Record 2
{"formula": "C4H7NO", "method": "wB97M-V/def2-TZVPD", "total_charge": 0, "homo_ha": [-0.2842, -0.2790], "species": ["C", "C", "C", "N", "C", "O", "H", "H", "H", "H", "H", "H", "H"], "positions_angstrom": [[-1.003, 0.001, 1.151], [1.068, 0.304, -0.312], [-0.433, -0.015, -0.172], [1.824, -0.171, 0.707], [-1.035, -0.442, -1.384], [1.518, 0.901, -1.270], [2.824, -0.059, 0.657], [1.410, -0.707, 1.452], [-0.538, 0.611, 1.911], [-2.030, -0.301, 1.300], [-1.056, 0.959, -0.320], [-2.093, -0.659, -1.424], [-0.457, -0.423, -2.294]], "forces_ev_per_a": [[-0.132, -0.426, 0.347], [-0.179, 0.003, -0.072], [0.264, 0.892, 0.003], [0.003, 0.023, -0.009], [-0.228, -0.609, -0.372], [-0.104, -0.173, 0.244], [-0.083, 0.000, -0.006], [0.015, 0.066, -0.102], [0.030, -0.012, -0.026], [0.019, 0.002, -0.022], [0.369, 0.196, -0.031], [0.021, 0.018, 0.015], [0.005, 0.020, 0.031]]}

=====

Record 3
{"formula": "C5H13N2S", "method": "wB97M-V/def2-TZVPD", "total_charge": -1, "homo_ha": -0.0811, "smiles": "C[C@@H](C[S-])NCCN", "species": ["C", "N", "C", "C", "S", "C", "C", "N", "H", "H", "H", "H", "H", "H", "H", "H", "H", "H", "H", "H", "H"], "positions_angstrom": [[1.482, 0.024, -0.488], [0.121, 0.566, -0.379], [-0.456, 0.334, 0.988], [-1.793, -0.348, 0.828], [-2.315, -1.516, 2.157], [-0.688, 1.652, 1.785], [1.398, -1.263, -1.391], [0.615, -1.200, -2.631], [1.934, -0.281, 0.461], [2.117, 0.714, -1.053], [0.197, 1.553, -0.594], [0.088, -0.353, 1.647], [-1.851, -0.910, -0.115], [-2.682, 0.291, 0.840], [-0.870, 2.573, 1.227], [-1.499, 1.502, 2.494], [0.256, 1.779, 2.350], [2.364, -1.680, -1.682], [0.836, -1.962, -0.754], [1.105, -0.513, -3.190], [-0.358, -0.962, -2.498]], "forces_ev_per_a": [[-0.306, -0.963, -2.172], [1.334, 0.002, 1.405], [-1.978, 1.170, -0.486], [-1.889, -1.390, -0.093], [0.533, -0.029, 0.294], [1.532, -0.711, 0.521], [-1.478, -0.456, 0.966], [1.248, 0.131, 0.003], [0.020, 0.348, -0.034], [0.174, 0.291, 0.381], [-0.342, -0.003, 0.382], [0.619, 0.143, -0.572], [0.338, 0.207, 0.083], [0.528, 0.718, -0.480], [-0.069, -0.263, -0.436], [0.020, -0.082, 0.089], [-0.479, 0.513, 0.046], [0.166, 0.045, 0.415], [0.516, -0.288, -0.103], [-0.655, 0.194, -0.487], [0.170, 0.423, 0.278]]}

=====

Record 4
{"formula": "C4H16N3O", "method": "wB97M-V/def2-TZVPD", "total_charge": 1, "homo_ha": -0.4352, "species": ["N", "C", "C", "N", "C", "C", "N", "H", "H", "H", "H", "H", "H", "H", "H", "H", "H", "H", "H", "H", "H", "H", "H", "O"], "positions_angstrom": [[-6.518, 1.125, -0.249], [2.305, 0.597, -1.675], [2.376, 1.110, -0.239], [2.398, -0.002, 0.760], [1.099, -0.259, 1.501], [0.628, -1.662, 1.130], [0.229, -1.700, -0.237], [-6.651, 1.480, -1.187], [1.311, 0.165, -1.817], [-6.635, 1.825, 0.477], [3.037, -0.147, -1.982], [2.324, 1.452, -2.355], [3.167, 1.839, -0.085], [1.427, 1.657, -0.138], [2.923, 0.426, 1.529], [0.361, 0.486, 1.217], [1.332, -0.213, 2.560], [1.495, -2.333, 1.208], [-0.162, -2.047, 1.790], [-0.239, -2.598, -0.456], [-0.367, -0.859, -0.607], [-1.831, 0.450, -1.068], [-7.105, 0.328, -0.037], [-0.913, 0.414, -0.752]], "forces_ev_per_a": [[0.529, -0.246, 0.428], [-0.596, 0.118, -0.417], [-1.057, -0.469, -0.675], [-1.273, 2.610, 1.396], [1.639, -0.963, -0.959], [-0.603, 0.880, -0.263], [-0.129, -1.457, 1.160], [-0.312, 0.028, 0.333], [0.196, -0.117, -0.045], [-0.115, -0.024, -0.482], [0.296, 0.165, 0.272], [0.256, -0.104, 0.023], [0.338, -0.422, 0.180], [0.320, 0.048, 0.289], [0.906, -0.864, -0.454], [-0.339, -0.014, -0.088], [-0.246, -0.146, 0.119], [-0.052, -0.174, 0.202], [0.011, -0.347, -0.072], [0.088, 0.408, 0.039], [-0.179, 2.285, -1.179], [-0.216, -0.386, 0.180], [-0.058, 0.232, -0.288], [0.597, -1.042, 0.300]]}

=====

Record 5
{"formula": "C3H6O3", "method": "wB97M-V/def2-TZVPD", "total_charge": 0, "homo_ha": -0.3327, "species": ["C", "C", "C", "O", "O", "O", "H", "H", "H", "H", "H", "H"], "positions_angstrom": [[-1.117, 0.701, 0.117], [0.375, 0.905, -0.275], [0.641, -0.524, 0.059], [1.723, -0.851, 0.768], [-1.845, 0.055, -0.725], [0.114, -1.441, -0.710], [1.763, -1.817, 0.851], [-0.875, -1.025, -0.964], [-1.565, 1.469, 0.760], [-0.643, -0.201, 1.042], [0.528, 1.156, -1.326], [0.901, 1.574, 0.402]], "forces_ev_per_a": [[0.740, -0.729, 0.665], [-0.201, -0.121, 0.066], [0.490, -0.106, -1.284], [-0.633, 0.044, 0.007], [0.249, -0.439, -0.244], [-0.244, 0.475, 0.687], [-0.047, 0.032, -0.052], [0.172, 0.468, 0.208], [0.039, -0.110, -0.041], [-0.606, 0.514, -0.008], [0.060, -0.015, 0.022], [-0.020, -0.012, -0.026]]}

=====

Record 6
{"formula": "C3H9N3O", "method": "wB97M-V/def2-TZVPD", "total_charge": 0, "homo_ha": -0.2959, "smiles": "CC/[N+]([O-])=N/NC", "species": ["C", "C", "C", "N", "N", "N", "O", "H", "H", "H", "H", "H", "H", "H", "H", "H"], "positions_angstrom": [[0.374, 1.544, -2.070], [-1.019, -2.344, 1.625], [0.410, 1.848, -0.518], [-0.568, -0.248, 0.285], [-0.171, -1.369, 1.023], [0.453, 0.586, 0.223], [1.572, 0.247, 0.754], [-0.219, 0.543, -2.187], [0.078, 2.308, -2.700], [1.359, 1.184, -2.330], [-2.085, -2.005, 1.539], [-1.144, -3.237, 1.108], [-0.557, -2.541, 2.657], [1.188, 2.525, -0.175], [-0.518, 2.394, -0.377], [0.846, -1.435, 1.143]], "forces_ev_per_a": [[0.806, -4.218, 2.443], [-1.022, 1.676, 1.318], [-1.698, 0.330, -2.095], [1.834, -0.021, 1.363], [0.956, 1.889, -1.757], [-0.498, -2.374, 1.184], [-0.120, 0.746, -0.542], [0.423, 2.226, 0.033], [-0.789, 1.533, -0.984], [0.539, 0.276, -0.399], [0.901, 0.281, 1.132], [0.725, -1.978, -1.186], [-1.422, 0.225, -1.221], [0.359, -0.616, -0.042], [-0.338, -0.354, 0.758], [-0.656, 0.378, -0.007]]}

=====

Record 7
{"formula": "C3H4O", "method": "wB97M-V/def2-TZVPD", "total_charge": 0, "multiplicity": 3, "homo_ha": [-0.2732, -0.3519], "species": ["C", "C", "C", "O", "H", "H", "H", "H"], "positions_angstrom": [[-0.119, -0.265, -0.072], [-1.404, -0.475, -0.065], [1.101, 0.355, -0.253], [1.029, -0.950, 0.063], [-1.827, -1.557, 0.145], [-2.049, 0.453, 0.014], [1.739, 0.643, -0.968], [1.530, 1.796, 1.135]], "forces_ev_per_a": [[-1.271, 1.059, -0.461], [-2.320, -1.001, 1.209], [-1.677, -0.190, 1.207], [1.426, -3.641, 0.583], [0.868, 2.579, -0.382], [0.605, -1.535, -0.578], [2.078, 1.586, -2.603], [0.290, 1.143, 1.023]]}

=====

Record 8
{"formula": "C3H2NOPS", "method": "wB97M-V/def2-TZVPD", "total_charge": 0, "multiplicity": 3, "homo_ha": [-0.3266, -0.3570], "species": ["C", "C", "C", "N", "O", "P", "S", "H", "H"], "positions_angstrom": [[-2.290, -0.798, -0.138], [0.078, -0.572, 0.746], [-1.177, -0.645, 0.650], [-3.117, -1.109, -0.850], [0.575, 1.187, -1.208], [1.344, -0.130, -0.629], [3.381, 0.747, 0.609], [0.716, -0.718, 1.548], [0.489, 2.039, -0.728]], "forces_ev_per_a": [[2.664, 0.613, 1.577], [2.471, 0.899, -1.316], [-1.860, -0.331, -0.274], [-2.513, -0.575, -1.685], [0.502, 0.397, -0.080], [0.489, 1.467, 0.694], [-2.439, -0.909, -1.059], [0.535, -0.563, 2.240], [0.151, -0.998, -0.097]]}

=====

Energy relative to the best compared isomer or geometry (same formula, charge and spin): 136.34 412.17 108.76 768.66 316.99 473.52 387.23 0.00 (kJ/mol)